No. 1
Here is C27H17AuBr3N2O3PS2 as an isolated structure from OMol25. Energies are from ωB97M-V/def2-TZVPD.

- ΔE to the lowest compared entry with this formula, charge and spin (kJ/mol) = 0.00
- molecular weight (g/mol) = 949.23
- max |F| (eV/Å) = 0.09
- multiplicity = 3
- energy (Eh) = -10369.8358
- <S²> = 2.0458
- LUMO level (spin up / spin down) (eV) = -0.91 / -2.78
- highest occupied orbital energy (spin up / spin down) (eV) = -8.1476 / -8.2728

Each line ends with the natural charge from an NBO analysis.
Atoms and positions in Å:
Au  -0.372  -1.355  0.585  1.10
Br  3.267  -3.430  4.447  0.16
C  3.362  -3.411  2.590  -0.10
C  4.539  -3.744  1.951  -0.28
C  4.601  -3.758  0.570  -0.03
Br  6.225  -4.251  -0.227  0.13
C  3.481  -3.394  -0.249  -0.07
C  3.503  -3.406  -1.656  -0.12
C  2.389  -3.020  -2.350  -0.23
C  1.273  -2.579  -1.640  0.12
N  1.234  -2.577  -0.319  -0.46
C  2.297  -2.995  0.385  0.13
C  2.154  -3.060  1.862  0.40
O  1.082  -2.867  2.418  -0.50
H  5.411  -4.009  2.531  0.25
H  4.398  -3.716  -2.176  0.24
H  2.372  -3.011  -3.430  0.24
H  0.392  -2.217  -2.153  0.23
S  2.037  0.537  -1.912  -0.65
P  1.249  1.377  -0.323  1.16
S  1.178  0.247  1.404  -0.54
C  -0.457  1.942  -0.642  -0.33
C  -0.873  2.138  -1.956  -0.20
C  -2.157  2.595  -2.221  -0.22
C  -3.029  2.862  -1.175  -0.20
C  -2.618  2.668  0.136  -0.21
C  -1.339  2.206  0.403  -0.21
C  2.162  2.857  0.203  -0.43
C  1.844  3.488  1.406  -0.13
C  2.517  4.637  1.787  -0.23
C  3.510  5.163  0.970  -0.20
C  3.829  4.537  -0.225  -0.20
C  3.156  3.385  -0.610  -0.19
H  -0.190  1.917  -2.765  0.24
H  -2.474  2.739  -3.246  0.22
H  -4.032  3.215  -1.382  0.22
H  -3.299  2.864  0.954  0.21
H  -1.039  2.015  1.426  0.23
H  1.080  3.074  2.052  0.22
H  2.269  5.121  2.723  0.22
H  4.036  6.061  1.269  0.21
H  4.605  4.943  -0.862  0.21
H  3.400  2.884  -1.538  0.24
Br  -7.696  0.796  0.801  0.07
C  -6.542  -0.608  0.285  -0.14
C  -7.058  -1.719  -0.368  0.03
N  -6.299  -2.735  -0.764  -0.40
C  -4.993  -2.668  -0.522  0.08
C  -4.398  -1.597  0.131  -0.20
C  -5.190  -0.537  0.548  -0.14
C  -2.929  -1.561  0.360  0.77
O  -2.183  -2.432  -0.174  -0.72
O  -2.439  -0.639  1.068  -0.69
H  -8.119  -1.785  -0.577  0.21
H  -4.385  -3.499  -0.855  0.22
H  -4.743  0.308  1.052  0.25

No. 2
Here is C27H17BrF2N4O2Se2W as an isolated structure from OMol25. Energies are from ωB97M-V/def2-TZVPD.

- ΔE to the lowest compared entry with this formula, charge and spin (kJ/mol) = 0.00
- molecular weight (g/mol) = 889.12
- max |F| (eV/Å) = 1.63
- energy (Eh) = -9051.8517
- total charge = +2
- LUMO level (spin up / spin down) (eV) = -8.75 / -8.55
- highest occupied orbital energy (spin up / spin down) (eV) = -13.9407 / -14.0236

Each line ends with the natural charge from an NBO analysis.
Atoms and positions in Å:
W  0.404  0.462  -0.564  1.45
F  -0.460  0.720  4.892  -0.29
C  -0.461  -0.059  3.814  0.44
C  -0.069  0.494  2.606  -0.29
C  -0.061  -0.269  1.449  -0.30
C  -0.398  -1.635  1.546  -0.18
C  -0.798  -2.141  2.786  0.45
F  -1.148  -3.425  2.905  -0.30
C  -0.846  -1.377  3.933  -0.33
C  -0.227  -2.453  0.340  0.22
C  -0.387  -3.831  0.242  -0.23
C  -0.154  -4.465  -0.965  -0.08
C  0.226  -3.720  -2.072  -0.23
C  0.358  -2.362  -1.928  0.10
N  0.154  -1.741  -0.748  -0.54
H  0.234  1.530  2.618  0.25
H  -1.155  -1.801  4.878  0.28
H  -0.691  -4.405  1.100  0.27
H  -0.278  -5.537  -1.041  0.25
H  0.398  -4.176  -3.035  0.26
H  0.612  -1.727  -2.763  0.25
Br  -1.470  3.421  1.499  0.18
C  -2.374  1.940  0.791  0.16
C  -3.720  1.827  1.118  -0.23
C  -4.497  0.859  0.513  -0.09
C  -3.917  0.072  -0.472  -0.18
C  -2.583  0.244  -0.738  0.08
N  -1.774  1.110  -0.074  -0.50
C  -1.918  -0.436  -1.895  0.75
O  -2.400  -1.322  -2.528  -0.49
O  -0.738  0.160  -2.164  -0.74
H  -4.141  2.522  1.830  0.27
H  -5.543  0.758  0.768  0.26
H  -4.471  -0.651  -1.054  0.28
Se  1.878  2.285  0.489  0.37
Se  2.313  0.462  -2.296  0.27
C  3.157  -0.516  -0.902  0.08
C  4.395  -1.127  -0.901  -0.26
C  4.818  -1.742  0.265  -0.09
C  3.993  -1.710  1.387  -0.23
C  2.765  -1.092  1.306  0.05
N  2.347  -0.514  0.168  -0.51
C  1.020  3.380  -0.795  0.07
C  1.142  4.713  -1.091  -0.25
C  0.338  5.213  -2.115  -0.08
C  -0.531  4.364  -2.784  -0.24
C  -0.580  3.029  -2.426  0.08
N  0.191  2.555  -1.445  -0.53
H  5.002  -1.107  -1.795  0.26
H  5.783  -2.228  0.307  0.26
H  4.299  -2.155  2.322  0.26
H  2.114  -1.038  2.167  0.24
H  1.833  5.343  -0.549  0.26
H  0.397  6.259  -2.386  0.26
H  -1.159  4.725  -3.585  0.26
H  -1.221  2.319  -2.930  0.24

No. 3
Here is C27H17F5FeNO5S2 as an isolated structure from OMol25. Energies are from ωB97M-V/def2-TZVPD.

- ΔE to the lowest compared entry with this formula, charge and spin (kJ/mol) = 254.53
- molecular weight (g/mol) = 650.40
- max |F| (eV/Å) = 4.67
- multiplicity = 6
- energy (Eh) = -4029.4409
- <S²> = 8.7640
- LUMO level (spin up / spin down) (eV) = -1.31 / -1.67
- highest occupied orbital energy (spin up / spin down) (eV) = -7.7361 / -7.6392

Each line ends with the natural charge from an NBO analysis.
Atoms and positions in Å:
Fe  -0.278  -0.238  0.077  1.72
O  -1.389  3.048  1.535  -0.59
C  -1.199  1.884  1.238  0.72
O  -1.013  1.449  0.023  -0.76
C  -1.063  0.802  2.262  0.13
C  -0.760  1.020  3.591  -0.22
C  -0.263  -0.029  4.354  -0.11
C  0.066  -1.223  3.708  -0.23
C  -0.275  -1.361  2.383  0.13
N  -1.067  -0.461  1.745  -0.51
C  0.287  -2.412  1.448  0.74
O  0.691  -3.480  1.836  -0.56
O  0.298  -1.953  0.226  -0.76
H  -0.855  2.023  3.984  0.26
H  -0.035  0.105  5.402  0.23
H  0.637  -2.002  4.193  0.26
F  0.157  -0.386  -6.634  -0.29
C  -0.409  -0.446  -5.427  0.24
C  0.367  -0.379  -4.284  0.32
F  1.696  -0.263  -4.379  -0.30
C  -0.251  -0.451  -3.056  0.27
F  0.512  -0.330  -1.923  -0.35
C  -1.619  -0.647  -2.880  -0.26
S  -2.290  -0.837  -1.299  -0.19
C  -2.372  -0.692  -4.056  0.32
F  -3.693  -0.856  -3.990  -0.29
C  -1.785  -0.571  -5.303  0.28
F  -2.539  -0.581  -6.400  -0.29
O  1.481  0.721  0.800  -1.06
S  1.897  2.025  1.461  1.26
C  3.725  1.932  1.609  -0.59
C  4.212  3.198  2.248  -0.09
C  5.074  4.054  1.572  -0.19
C  5.498  5.234  2.166  -0.20
C  5.057  5.573  3.436  -0.20
C  4.193  4.727  4.116  -0.22
C  3.773  3.546  3.526  -0.16
C  1.829  3.404  0.260  -0.62
C  2.731  3.381  -0.942  -0.07
C  2.916  2.244  -1.725  -0.22
C  3.689  2.300  -2.876  -0.19
C  4.273  3.496  -3.266  -0.21
C  4.117  4.625  -2.478  -0.22
C  3.358  4.566  -1.320  -0.15
H  4.136  1.767  0.615  0.26
H  3.907  1.058  2.235  0.25
H  5.418  3.794  0.579  0.23
H  6.173  5.891  1.633  0.22
H  5.387  6.495  3.897  0.22
H  3.847  4.988  5.108  0.22
H  3.098  2.883  4.055  0.20
H  2.049  4.271  0.886  0.25
H  0.779  3.465  -0.026  0.28
H  2.467  1.311  -1.424  0.22
H  3.828  1.410  -3.472  0.23
H  4.846  3.548  -4.182  0.22
H  4.589  5.556  -2.767  0.22
H  3.237  5.454  -0.710  0.21

No. 4
Here is C27H17IN3O6RhS as an isolated structure from OMol25. Energies are from ωB97M-V/def2-TZVPD.

- ΔE to the lowest compared entry with this formula, charge and spin (kJ/mol) = 111.50
- molecular weight (g/mol) = 741.33
- max |F| (eV/Å) = 1.19
- multiplicity = 5
- energy (Eh) = -2460.9665
- <S²> = 6.1039
- LUMO level (spin up / spin down) (eV) = -0.88 / -2.57
- highest occupied orbital energy (spin up / spin down) (eV) = -7.3913 / -8.4331

Each line ends with the natural charge from an NBO analysis.
Atoms and positions in Å:
Rh  -0.049  0.130  -0.355  0.84
C  2.405  2.002  0.328  -0.68
C  1.993  1.272  1.566  0.30
C  2.662  1.448  2.796  -0.25
C  2.243  0.763  3.895  -0.09
C  1.152  -0.127  3.797  -0.13
C  0.681  -0.885  4.896  -0.15
C  -0.368  -1.748  4.739  -0.21
C  -0.985  -1.889  3.484  -0.17
C  -0.558  -1.167  2.386  -0.24
S  -1.342  -1.377  0.853  0.15
C  0.532  -0.261  2.543  0.23
N  0.962  0.454  1.468  -0.45
H  3.320  2.573  0.480  0.23
H  1.611  2.688  0.021  0.25
H  2.563  1.291  -0.485  0.26
H  3.502  2.127  2.846  0.23
H  2.741  0.887  4.851  0.22
H  1.169  -0.771  5.857  0.22
H  -0.725  -2.329  5.579  0.23
H  -1.809  -2.581  3.361  0.23
I  2.126  3.351  -3.279  0.16
C  0.043  3.137  -3.068  0.23
C  -0.762  3.675  -3.972  -0.34
C  -2.250  3.440  -4.008  0.00
C  -2.894  3.788  -2.712  -0.14
C  -2.493  3.323  -1.443  -0.14
C  -3.365  3.534  -0.339  -0.17
C  -3.202  2.866  0.847  -0.23
C  -2.201  1.892  0.970  -0.23
C  -1.293  1.685  -0.058  -0.14
C  -1.369  2.515  -1.166  0.25
H  -0.321  4.273  -4.756  0.24
H  -2.684  4.033  -4.805  0.22
H  -3.785  4.402  -2.759  0.21
H  -4.207  4.202  -0.486  0.21
H  -3.893  3.033  1.666  0.22
H  -2.161  1.282  1.865  0.21
O  2.057  -2.816  -2.462  -0.61
C  1.360  -1.857  -2.197  0.77
O  1.390  -1.179  -1.090  -0.78
C  0.447  -1.301  -3.293  -0.14
C  -0.619  -0.482  -3.017  -0.14
C  -1.309  0.234  -4.018  0.13
C  -0.955  0.016  -5.357  -0.20
C  0.049  -0.891  -5.615  0.02
C  0.767  -1.547  -4.626  -0.14
N  0.416  -1.142  -7.033  0.53
O  1.289  -1.958  -7.245  -0.36
O  -0.068  -0.412  -7.876  -0.37
N  -2.142  1.199  -3.540  -0.08
O  -0.243  2.377  -1.990  -0.56
O  -2.493  2.070  -4.513  -0.35
H  -0.965  -0.326  -1.994  0.17
H  -1.443  0.547  -6.158  0.26
H  1.581  -2.216  -4.867  0.28